This record from the OMol25 dataset describes a 2-piece molecular cluster, C3H11N3 overall at a distorted geometry. The level of theory is ωB97M-V/def2-TZVPD.

For the lowest unoccupied orbital energy, the calculation gives 0.96 eV. The spin multiplicity is 1. The gap between HOMO and LUMO comes out at 10.359 eV. For the energy above the lowest of the compared OMol25 structures with the same formula, charge and spin, the calculation gives 49.1 kcal per mole.

Structure (XYZ):
```
17
Properties=species:S:1:pos:R:3:lowdin_charge:R:1
C -1.53 -1.57 0.78 -0.1627
C -3.65 -1.76 -0.15 -0.0916
N -2.97 -1.56 0.88 -0.0879
H -1.09 -0.84 1.45 0.0613
H -1.21 -1.44 -0.26 0.0670
H -1.01 -2.50 1.06 0.0763
H -4.68 -1.41 -0.16 0.0627
H -3.30 -2.19 -1.10 0.0746
N 3.37 1.37 0.21 -0.0131
C 2.05 0.89 -0.17 -0.3738
N 1.25 1.77 -1.04 -0.0174
H 3.30 2.04 0.98 0.0608
H 3.70 2.01 -0.51 0.0578
H 2.24 0.03 -0.82 0.0870
H 1.50 0.48 0.67 0.0997
H 0.38 2.02 -0.59 0.0500
H 1.66 2.67 -1.24 0.0494
```

***

This record from the OMol25 dataset describes one molecule with the formula C4H12N4 at a distorted geometry. The level of theory is ωB97M-V/def2-TZVPD.

For the lowest unoccupied orbital energy, the calculation gives 1.07 eV. The spin multiplicity is 1. The gap between HOMO and LUMO comes out at 9.738 eV. For the energy above the lowest of the compared OMol25 structures with the same formula, charge and spin, the calculation gives 110.6 kcal per mole.

Structure (XYZ):
```
20
Properties=species:S:1:pos:R:3:lowdin_charge:R:1
C -0.88 0.58 -0.43 -0.4786
C -0.09 -0.19 0.50 -0.1790
C -0.49 1.23 0.85 -0.0523
C -2.36 -0.35 -0.09 -0.0081
N 1.58 -0.15 0.03 -0.2547
N 1.89 -1.41 -0.54 -0.0152
N 2.36 0.03 1.19 -0.0168
N -0.68 1.01 -1.74 0.0935
H -0.21 -1.12 1.04 0.1205
H 1.58 -1.40 -1.51 0.0657
H 1.36 -2.17 -0.10 0.0617
H 3.32 0.21 0.91 0.0709
H 2.40 -0.84 1.72 0.0623
H -1.02 1.95 -1.94 0.0895
H 0.23 0.80 -2.15 0.0788
H -1.25 1.40 1.61 0.0956
H 0.33 1.94 0.85 0.1020
H -3.13 0.36 -0.38 0.0490
H -2.37 -1.23 -0.74 0.0578
H -2.56 -0.64 0.95 0.0574
```

***

This record from the OMol25 dataset describes C25H20AlN7OS as an isolated structure. The level of theory is ωB97M-V/def2-TZVPD.

Its total charge is +2. For the lowest unoccupied orbital energy, the calculation gives -7.71 eV. The spin multiplicity is 1. The gap between HOMO and LUMO comes out at 5.993 eV. For the energy above the lowest of the compared OMol25 structures with the same formula, charge and spin, the calculation gives 44.5 kcal per mole.

Structure (XYZ):
```
55
Properties=species:S:1:pos:R:3:lowdin_charge:R:1
Al 0.61 -0.66 -1.34 0.0712
C 2.14 -3.52 3.19 -0.0396
C 2.96 -3.89 2.13 -0.0402
C 3.03 -3.10 1.00 0.0008
C 2.25 -1.95 0.93 -0.2325
C 1.41 -1.58 1.98 -0.0220
C 1.37 -2.36 3.12 -0.0482
N 2.27 -1.13 -0.23 0.0543
N 3.35 -1.05 -0.83 0.1889
C 3.29 -0.34 -2.05 -0.2537
C 4.46 0.13 -2.60 0.0515
C 4.38 0.84 -3.79 0.0114
C 3.14 1.02 -4.39 0.0055
C 2.02 0.51 -3.77 -0.0703
N 2.09 -0.16 -2.61 0.0412
H 2.10 -4.13 4.08 0.1198
H 3.55 -4.79 2.19 0.1205
H 3.66 -3.37 0.16 0.1214
H 0.85 -0.66 1.91 0.1123
H 0.75 -2.07 3.95 0.1182
H 5.40 -0.05 -2.09 0.1375
H 5.27 1.25 -4.25 0.1335
H 3.04 1.56 -5.32 0.1302
H 1.03 0.61 -4.21 0.1338
S 0.00 1.55 -1.25 0.8263
C -1.19 1.32 0.03 -0.6775
N -1.91 2.36 0.58 0.1542
N -1.77 3.48 0.07 0.0764
C -2.43 4.64 0.51 -0.2019
C -2.34 5.76 -0.31 0.0024
C -2.97 6.92 0.09 -0.0394
C -3.66 6.96 1.30 -0.0244
C -3.73 5.83 2.10 -0.0355
C -3.13 4.65 1.71 0.0070
N -1.53 0.17 0.51 0.0985
N -0.90 -0.85 -0.09 -0.0691
C -1.32 -2.10 0.15 -0.1386
C -2.21 -2.39 1.18 0.0042
C -2.63 -3.64 1.58 0.0107
C -2.37 -4.90 1.02 -0.0331
C -1.67 -5.17 -0.11 -0.0469
C -0.69 -3.02 -0.84 -0.2252
H -1.11 3.58 -0.72 0.1076
H -1.79 5.71 -1.24 0.1256
H -2.92 7.80 -0.54 0.1225
H -4.13 7.87 1.61 0.1240
H -4.26 5.87 3.05 0.1227
H -3.18 3.76 2.32 0.1207
H -2.56 -1.54 1.74 0.1151
H -3.27 -3.65 2.46 0.1316
H -2.82 -5.76 1.50 0.1227
H -1.62 -6.19 -0.47 0.1521
H 0.54 -3.25 -2.46 0.0887
O -1.00 -4.37 -0.92 0.0769
C 0.14 -2.53 -1.75 0.0564
```

***

This record from the OMol25 dataset describes C4H7N3 as an isolated structure at a distorted geometry. The level of theory is ωB97M-V/def2-TZVPD.

For the lowest unoccupied orbital energy, the calculation gives 0.59 eV. The spin multiplicity is 1. The gap between HOMO and LUMO comes out at 9.555 eV. For the energy above the lowest of the compared OMol25 structures with the same formula, charge and spin, the calculation gives 56.9 kcal per mole.

Structure (XYZ):
```
14
Properties=species:S:1:pos:R:3:lowdin_charge:R:1
C 1.72 -1.38 0.43 -0.0944
C 0.61 -0.34 0.62 -0.2495
N -0.20 -0.14 -0.60 0.0414
C -1.28 0.71 -0.56 -0.3603
N -1.66 1.51 0.37 0.1301
C -2.21 1.42 -1.45 -0.2400
N -2.91 2.15 -2.04 0.1128
H 2.43 -1.08 -0.35 0.0762
H 1.31 -2.37 0.17 0.0751
H 2.28 -1.51 1.36 0.0788
H 1.07 0.61 0.92 0.1124
H -0.04 -0.66 1.45 0.1176
H -0.06 -0.83 -1.33 0.1361
H -1.04 1.92 1.03 0.0636
```

***

This record from the OMol25 dataset describes a 6-piece molecular cluster, C39H57NO17PS overall at a distorted geometry. The level of theory is ωB97M-V/def2-TZVPD.

Its total charge is +1. For the lowest unoccupied orbital energy, the calculation gives -4.22 eV. The spin multiplicity is 1. The gap between HOMO and LUMO comes out at 3.867 eV.

Structure (XYZ):
```
116
Properties=species:S:1:pos:R:3:lowdin_charge:R:1
C 2.98 -3.63 1.10 -0.0968
C 1.59 -3.52 0.32 -0.1547
C 1.63 -3.93 -1.22 -0.3406
O 2.12 -5.07 -1.48 0.0765
O 1.12 -3.11 -2.30 -0.0741
C -0.32 -3.37 -2.29 -0.2309
C -1.13 -2.36 -3.29 -0.2035
P -2.34 -1.40 -2.15 1.0100
C -1.25 -0.36 -1.02 -0.2250
C -2.03 0.57 0.02 -0.1804
C -2.80 1.83 -0.59 -0.3317
C -2.29 2.36 -2.02 -0.0965
C -2.69 3.09 0.43 -0.1784
C -2.94 2.71 1.97 -0.1849
C -1.66 3.11 2.86 -0.0960
C -0.28 2.84 2.51 -0.2636
C 0.65 3.80 1.59 -0.0619
C 0.47 1.52 3.08 -0.0721
C -3.38 -2.71 -1.29 -0.2428
C -4.39 -2.15 -0.20 -0.2486
C -4.14 -2.65 1.28 -0.0377
C -5.03 -2.27 2.48 -0.0064
C -6.25 -1.34 2.19 -0.1832
C -7.18 -0.99 3.46 -0.0712
C -6.49 -0.82 0.76 -0.0141
C -5.59 -1.21 -0.47 -0.0260
N -3.40 -0.49 -3.22 -0.0737
C -2.68 -0.21 -4.30 -0.6694
S -1.61 0.65 -5.23 0.7657
H 3.61 -2.70 0.83 0.0914
H 3.55 -4.61 0.91 0.0908
H 2.76 -3.59 2.23 0.0923
H 0.85 -4.24 0.85 0.1350
H 1.12 -2.47 0.43 0.1035
H -0.66 -3.17 -1.20 0.0867
H -0.59 -4.46 -2.52 0.1391
H -0.36 -1.62 -3.73 0.0918
H -1.69 -2.94 -4.09 0.1150
H -0.64 -1.12 -0.39 0.0982
H -0.46 0.18 -1.66 0.1102
H -1.25 0.92 0.80 0.1113
H -2.76 -0.10 0.61 0.1051
H -3.94 1.60 -0.65 0.1351
H -2.34 3.51 -1.98 0.0967
H -3.05 2.06 -2.83 0.0585
H -1.21 2.10 -2.28 0.0552
H -1.66 3.57 0.22 0.0984
H -3.46 3.89 0.11 0.1237
H -3.32 1.65 2.15 0.1068
H -3.79 3.41 2.34 0.1044
H -1.84 3.69 3.85 0.1101
H 1.76 3.58 1.84 0.0653
H 0.53 3.58 0.46 0.0649
H 0.49 4.92 1.82 0.0907
H 0.04 1.16 4.07 0.0836
H 1.55 1.88 3.31 0.0605
H 0.57 0.71 2.28 0.0681
H -2.76 -3.58 -0.84 0.1060
H -4.01 -3.22 -2.12 0.1242
H -3.25 -3.36 1.47 0.0953
H -4.77 -2.71 3.49 0.1100
H -6.67 -0.21 4.11 0.0631
H -8.26 -0.75 3.17 0.0829
H -7.22 -1.97 4.07 0.0936
H -7.41 -0.14 0.59 0.1034
H -5.78 -0.85 -1.53 0.0898
C -5.92 2.21 8.02 -0.1288
C -6.91 1.08 8.07 -0.1289
O -6.63 0.36 6.88 0.0527
C -5.35 0.64 6.53 -0.5481
O -4.74 0.06 5.67 0.1357
O -4.84 1.65 7.29 0.0698
H -5.60 2.52 9.02 0.1385
H -6.30 3.08 7.48 0.1368
H -6.76 0.42 8.93 0.1376
H -7.94 1.44 8.08 0.1376
C 3.20 2.46 -4.42 -0.1254
C 1.84 1.84 -4.31 -0.1561
O 1.31 2.42 -3.13 0.0290
C 1.97 3.60 -2.94 -0.5410
O 1.65 4.42 -2.13 0.1636
O 3.03 3.72 -3.78 0.0712
H 3.53 2.58 -5.45 0.1409
H 3.96 1.89 -3.87 0.1361
H 1.20 2.10 -5.16 0.1169
H 1.89 0.75 -4.22 0.1306
C 0.87 -7.94 -4.28 -0.1302
C 1.39 -6.54 -4.35 -0.1436
O 1.92 -6.45 -5.66 0.0651
C 1.29 -7.40 -6.41 -0.5457
O 1.38 -7.49 -7.60 0.1638
O 0.54 -8.23 -5.63 0.0653
H 0.00 -8.04 -3.64 0.1336
H 1.64 -8.65 -3.94 0.1388
H 0.59 -5.79 -4.24 0.1174
H 2.15 -6.34 -3.60 0.1180
C 6.23 3.89 1.15 -0.1336
C 4.94 3.75 0.39 -0.1252
O 4.14 2.95 1.26 0.0347
C 4.63 3.12 2.52 -0.5486
O 4.08 2.73 3.51 0.1444
O 5.81 3.80 2.51 0.0814
H 6.72 4.84 0.96 0.1351
H 6.93 3.08 0.95 0.1135
H 4.44 4.71 0.23 0.1387
H 5.08 3.25 -0.57 0.1296
C 10.68 2.09 -1.79 -0.1283
C 9.33 1.45 -1.70 -0.1328
O 8.77 2.03 -0.53 0.0497
C 9.41 3.22 -0.33 -0.5335
O 9.08 4.04 0.47 0.1538
O 10.48 3.35 -1.16 0.0746
H 11.02 2.21 -2.82 0.1381
H 11.44 1.53 -1.23 0.1386
H 8.69 1.70 -2.56 0.1335
H 9.38 0.36 -1.61 0.1365
```

***

This record from the OMol25 dataset describes C46H50BBaN14S6 as an isolated structure at a distorted geometry. The level of theory is ωB97M-V/def2-TZVPD.

Its total charge is -1. For the lowest unoccupied orbital energy, the calculation gives 1.01 eV. The spin multiplicity is 1. The gap between HOMO and LUMO comes out at 5.306 eV. For the energy above the lowest of the compared OMol25 structures with the same formula, charge and spin, the calculation gives 0.0 kcal per mole.

Structure (XYZ):
```
118
Properties=species:S:1:pos:R:3:lowdin_charge:R:1
Ba 0.56 0.09 0.95 1.4309
C -4.07 -2.96 -1.19 -0.0818
C -2.74 -2.95 -1.86 -0.3211
C -2.00 -4.07 -1.97 0.0141
C -0.71 -4.04 -2.59 -0.2267
N -0.21 -2.96 -3.07 0.1454
N -0.93 -1.79 -2.92 0.0654
B -0.13 -0.67 -3.42 -0.4874
N -0.81 0.50 -4.03 -0.0403
N -1.58 0.13 -5.07 0.1894
C -2.26 1.06 -5.68 -0.2252
C -2.18 2.42 -5.25 0.0560
C -1.38 2.78 -4.22 -0.2459
C -1.27 4.19 -3.73 -0.0675
C -0.64 1.75 -3.54 -0.6871
S 0.38 2.02 -2.25 0.7371
C -3.16 0.64 -6.82 -0.5524
C -2.72 1.37 -8.10 -0.0414
C -4.60 1.04 -6.47 -0.0397
C -3.09 -0.86 -7.05 -0.0557
N 1.33 -0.74 -3.66 0.0449
N 1.57 -0.15 -4.88 0.1806
C 2.77 -0.04 -5.30 -0.2163
C 3.88 -0.49 -4.51 0.0517
C 3.67 -1.06 -3.30 -0.2384
C 4.79 -1.49 -2.41 -0.0627
C 2.30 -1.21 -2.82 -0.6289
S 1.99 -1.87 -1.34 0.7326
C 2.99 0.63 -6.64 -0.5489
C 3.68 -0.37 -7.58 -0.0436
C 1.66 1.07 -7.25 -0.0620
C 3.88 1.86 -6.45 -0.0404
C -2.19 -1.70 -2.34 -0.6352
S -3.03 -0.28 -2.14 0.7546
C 0.13 -5.30 -2.64 -0.5413
C 0.34 -5.77 -1.19 -0.0324
C 1.48 -5.05 -3.30 -0.0617
C -0.64 -6.38 -3.43 -0.0436
H -4.37 -3.98 -0.96 0.0801
H -4.83 -2.47 -1.80 0.0640
H -3.99 -2.41 -0.25 0.0676
H -2.36 -4.99 -1.53 0.1081
H -2.77 3.17 -5.76 0.1190
H -1.81 4.87 -4.39 0.0782
H -0.23 4.49 -3.67 0.0723
H -1.67 4.26 -2.72 0.0882
H -2.78 2.46 -7.98 0.0767
H -3.37 1.09 -8.93 0.0857
H -1.69 1.11 -8.36 0.0827
H -4.73 2.12 -6.40 0.0767
H -4.89 0.60 -5.51 0.0913
H -5.29 0.67 -7.23 0.0855
H -2.08 -1.18 -7.29 0.0815
H -3.76 -1.13 -7.87 0.0844
H -3.41 -1.41 -6.16 0.0857
H 4.89 -0.35 -4.86 0.1182
H 5.75 -1.26 -2.87 0.0827
H 4.73 -2.56 -2.21 0.0801
H 4.71 -0.98 -1.45 0.0660
H 3.09 -1.28 -7.68 0.0916
H 4.67 -0.64 -7.22 0.0779
H 3.80 0.08 -8.57 0.0837
H 0.99 0.22 -7.39 0.0786
H 1.84 1.53 -8.22 0.0842
H 1.15 1.78 -6.61 0.0798
H 4.86 1.60 -6.04 0.0765
H 3.41 2.58 -5.77 0.0927
H 4.05 2.35 -7.41 0.0852
H 0.79 -4.97 -0.59 0.0760
H 1.02 -6.63 -1.18 0.0867
H -0.58 -6.06 -0.70 0.0665
H 2.04 -4.29 -2.75 0.0424
H 1.36 -4.71 -4.33 0.0824
H 2.05 -5.97 -3.30 0.0837
H -1.60 -6.60 -2.97 0.0790
H -0.06 -7.30 -3.44 0.0840
H -0.81 -6.05 -4.46 0.0865
S -1.18 -1.28 3.47 0.4557
C -1.47 -2.61 2.40 -1.1802
S -0.99 -2.56 0.73 0.4366
C -2.13 -3.76 2.83 -0.4214
C -2.58 -3.94 4.17 -0.2946
N -2.98 -4.11 5.24 0.1086
C -2.45 -4.79 1.90 -0.2871
N -2.71 -5.62 1.13 0.1213
S 5.59 1.34 0.89 0.9462
C 5.01 1.94 -0.60 -0.4713
C 3.67 1.72 -0.76 -0.2833
C 3.01 1.04 0.33 -0.3679
C 3.96 0.78 1.29 -0.5782
C 3.77 0.05 2.56 -0.3255
C 4.78 -0.05 3.52 -0.0576
C 4.58 -0.81 4.65 -0.0778
C 3.37 -1.46 4.82 -0.0674
C 2.40 -1.29 3.84 -0.1436
N 2.58 -0.55 2.75 -0.0148
H 5.69 2.43 -1.29 0.0481
H 3.16 2.04 -1.66 0.0382
H 5.72 0.47 3.37 0.0750
H 5.36 -0.89 5.40 0.1017
H 3.16 -2.07 5.68 0.1000
H 1.41 -1.73 3.94 0.0459
N -3.76 1.09 2.33 0.0418
C -3.02 0.71 1.27 -0.1831
N -1.82 1.22 1.38 -0.0540
C -1.86 1.87 2.58 -0.3952
N -3.03 1.84 3.17 0.1306
C -0.68 2.52 3.17 -0.2106
C -0.76 3.24 4.36 -0.0640
N 0.30 3.84 4.88 0.0840
C 1.45 3.69 4.22 -0.1129
C 1.55 2.94 3.07 -0.0932
N 0.48 2.36 2.54 0.0157
H -4.69 0.81 2.57 0.1588
H -3.38 0.07 0.48 0.0664
H -1.70 3.32 4.88 0.1139
H 2.32 4.19 4.64 0.1041
H 2.49 2.79 2.55 0.1040
```

***

This record from the OMol25 dataset describes C31H32BCl2F3O2 as an isolated structure at a distorted geometry. The level of theory is ωB97M-V/def2-TZVPD.

For the lowest unoccupied orbital energy, the calculation gives -2.07 eV. The spin multiplicity is 1. The gap between HOMO and LUMO comes out at 5.218 eV. For the energy above the lowest of the compared OMol25 structures with the same formula, charge and spin, the calculation gives 75.4 kcal per mole.

Structure (XYZ):
```
71
Properties=species:S:1:pos:R:3:lowdin_charge:R:1
Cl -6.47 1.59 0.64 0.6759
C -5.03 0.75 1.07 -0.6856
C -4.95 -0.63 0.89 -0.0932
C -3.78 -1.31 1.27 -0.0071
C -2.76 -0.65 2.01 -0.1823
C -1.53 -1.44 2.49 -0.0717
C -0.39 -0.87 1.78 -0.0721
C 0.83 -1.47 1.40 -0.0365
C 1.99 -0.71 0.89 -0.2234
C 3.22 -1.42 0.68 -0.0364
C 4.42 -0.76 0.46 -0.1032
C 4.43 0.63 0.34 -0.6956
Cl 5.91 1.44 0.03 0.6819
C 3.24 1.36 0.45 -0.0949
C 2.02 0.69 0.69 -0.0188
C -2.84 0.73 2.11 -0.0244
C -3.96 1.45 1.66 -0.0795
H -5.80 -1.19 0.50 0.1034
H -3.67 -2.35 0.98 0.1261
H -1.60 -2.58 2.18 0.1612
H -0.65 0.02 1.22 0.1074
H 0.93 -2.59 1.30 0.1431
H 3.20 -2.51 0.77 0.1146
H 5.35 -1.32 0.37 0.1039
H 3.27 2.44 0.34 0.1038
H 1.09 1.26 0.74 0.1109
H -1.97 1.31 2.47 0.1186
H -4.03 2.52 1.79 0.0988
C -0.33 0.38 6.46 -0.0159
C -0.10 -0.25 5.12 -0.4348
C 0.43 0.85 4.23 -0.0020
C 0.71 -1.61 5.13 -0.4164
C 1.99 -1.63 4.35 -0.0156
C 1.15 -2.08 6.50 -0.0313
O -0.15 -2.57 4.46 0.0893
B -1.39 -1.93 4.21 -0.8627
C -2.79 -2.76 3.93 -0.1361
C -4.03 -2.17 4.18 -0.0354
C -5.20 -2.81 3.80 0.0059
C -5.11 -4.05 3.18 -0.1391
C -6.36 -4.59 2.53 -0.5165
F -6.15 -5.79 1.92 0.1151
F -7.38 -4.77 3.41 0.1203
F -6.80 -3.72 1.55 0.1008
C -3.90 -4.71 3.03 0.0043
C -2.73 -4.07 3.46 -0.0213
C -2.22 -2.36 6.13 -0.0136
C -2.99 -3.48 6.74 -0.1192
C -1.53 -3.38 6.94 -0.1339
O -1.40 -0.57 4.57 0.0281
H 0.64 0.73 6.83 0.1010
H -0.98 1.25 6.35 0.0993
H -0.77 -0.29 7.20 0.0747
H 1.40 1.20 4.58 0.1006
H 0.53 0.52 3.20 0.0569
H -0.30 1.67 4.23 0.0983
H 2.72 -0.93 4.76 0.1027
H 2.42 -2.64 4.39 0.1058
H 1.80 -1.40 3.31 0.0448
H 1.94 -1.40 6.85 0.0995
H 0.37 -2.12 7.25 0.0501
H 1.61 -3.07 6.44 0.1030
H -4.10 -1.20 4.68 0.1447
H -6.17 -2.32 3.94 0.1355
H -3.86 -5.68 2.56 0.1234
H -1.78 -4.60 3.37 0.1345
H -2.33 -1.32 6.50 0.1418
H -3.60 -3.31 7.62 0.1159
H -3.36 -4.28 6.10 0.1149
H -0.93 -4.14 6.42 0.1340
H -1.24 -3.16 7.98 0.1241
```